(1)
17
Properties=species:S:1:pos:R:3:forces:R:3 method="wB97M-V/def2-TZVPD" gap_ev=9.60 multiplicity=1 de_lowest_ev=1.1883 energy_ha=-666.059287 smiles=N[C@H]1CN[C@H]1CS
N -0.658077 -1.409280 1.183324 0.40 -0.27 -0.35
C 0.039903 -0.156337 1.024655 0.18 1.39 0.25
C 1.475815 -0.026374 0.463921 0.77 -1.23 -0.01
N 1.063930 1.024079 -0.504867 0.26 -0.55 0.11
C -0.357349 0.886578 -0.106279 0.01 -1.46 1.33
C -1.374082 0.323402 -1.072085 -0.92 2.09 -1.10
S -0.656192 -0.881288 -2.188873 -0.66 -0.69 -0.21
H -0.569218 -1.967482 0.330248 -0.05 0.19 0.21
H -0.222346 -1.958181 1.928049 -0.26 0.28 -0.18
H -0.076030 0.434003 1.947476 0.26 -0.57 0.05
H 2.270624 0.308994 1.171878 -0.52 -0.33 -0.43
H 1.813926 -0.989123 -0.033602 -0.26 1.07 0.41
H 1.511261 1.880352 -0.203472 -0.51 0.30 -0.34
H -0.726844 1.765136 0.378818 -0.50 0.73 -0.04
H -2.215675 -0.111678 -0.520882 0.41 -0.16 0.05
H -1.850573 1.188608 -1.646665 0.69 -1.12 0.40
H 0.530926 -0.311410 -2.151644 0.69 0.31 -0.13



(2)
15
Properties=species:S:1:pos:R:3:forces:R:3 method="wB97M-V/def2-TZVPD" gap_ev=7.56 multiplicity=1 de_lowest_ev=2.5689 energy_ha=-5380.348358
C 1.891180 -0.860480 -1.642010 -1.63 -2.25 -0.16
C -1.900162 -0.065883 1.754247 2.21 -1.70 2.50
C 0.845307 0.027002 -0.911464 -0.05 1.11 -2.25
C -1.127861 0.895075 0.986203 -1.47 -2.96 -2.55
O 0.044356 -0.623620 -0.187433 -2.29 -0.06 2.67
Br 1.913191 1.291766 0.381272 1.13 0.51 0.13
Br -1.989186 1.401545 -0.538840 -0.33 1.16 -0.42
H 2.650521 -0.230071 -1.925521 2.27 1.23 -0.28
H 1.617897 -1.351321 -2.646161 -0.56 0.80 1.56
H 2.214117 -1.724020 -0.968782 -0.28 1.49 -0.73
H -2.214692 -0.864569 1.119699 -0.36 -0.43 -0.56
H -2.773156 0.333158 2.260545 0.01 0.38 0.10
H -1.175264 -0.568633 2.528250 -1.46 1.05 -1.16
H 0.326642 0.892597 -1.529295 1.28 -1.51 0.55
H -0.322896 1.447453 1.319289 1.52 1.17 0.59



(3)
43
Properties=species:S:1:pos:R:3:forces:R:3 method="wB97M-V/def2-TZVPD" gap_ev=7.15 multiplicity=1 de_lowest_ev=0.0000 energy_ha=-7243.312830 charge=+1
Pd -0.190941 0.236726 -0.073538 0.00 0.34 -0.64
Br 5.471217 -4.584762 0.162582 0.01 -0.03 0.01
C 4.355242 -3.072497 0.108919 0.01 0.05 -0.03
C 4.802399 -1.921654 -0.528565 -0.05 0.03 0.02
C 3.983706 -0.806178 -0.576277 0.09 -0.25 -0.10
C 2.726557 -0.864156 0.010257 -0.32 0.43 -0.04
C 2.272821 -2.011858 0.640582 0.21 -0.08 0.11
C 3.100698 -3.122750 0.697971 -0.09 0.07 0.01
N 1.856891 0.280192 0.006115 0.27 -0.15 0.00
C 2.337534 1.463467 0.061473 -0.38 0.26 0.22
C 1.399690 2.601417 0.130362 0.21 -0.51 -0.07
C 1.818242 3.914477 0.139501 -0.26 0.12 0.03
C 0.849494 4.915756 0.203715 0.21 -0.12 -0.01
C -0.480414 4.554303 0.257323 -0.17 -0.07 0.01
C -0.825696 3.206865 0.249119 0.10 0.05 0.07
N 0.093051 2.249165 0.194284 0.26 0.01 0.00
H 5.777244 -1.899456 -0.993945 0.01 -0.03 0.00
H 4.325236 0.070633 -1.110548 -0.06 0.02 0.00
H 1.309187 -2.018722 1.133182 0.01 -0.01 -0.04
H 2.768053 -4.018473 1.203134 0.02 -0.02 0.00
H 3.403943 1.660378 0.124051 0.00 -0.08 -0.01
H 2.872065 4.148757 0.095328 0.02 0.01 -0.01
H 1.142320 5.956331 0.209460 -0.02 0.01 0.00
H -1.265972 5.294502 0.304726 0.02 0.02 0.01
H -1.857271 2.887554 0.294077 0.00 0.03 -0.02
Br -6.801212 0.103950 -0.301629 -0.05 0.00 0.00
C -4.936603 0.207053 -0.246777 0.03 0.00 0.00
C -4.199045 0.111204 -1.416577 0.03 0.01 0.01
C -2.823346 0.170498 -1.331354 -0.03 0.07 0.02
N -2.192722 0.344039 -0.163751 -0.24 -0.05 0.05
C -2.907223 0.423926 0.968624 -0.02 -0.02 -0.04
C -4.284068 0.364486 0.968891 0.03 0.01 -0.01
H -4.676581 -0.029546 -2.374610 -0.01 0.00 0.00
H -2.197015 0.062437 -2.205539 -0.02 -0.01 0.00
H -2.343891 0.512298 1.887634 -0.02 -0.01 0.00
H -4.830332 0.422232 1.898484 0.00 0.00 0.00
Cl -1.922925 -4.707576 1.108000 0.02 -0.01 0.02
C -1.567799 -3.670065 -0.258603 0.04 -0.07 -0.03
Cl -3.029692 -3.360666 -1.231785 -0.01 0.01 0.03
C -0.986499 -2.321745 0.165360 0.15 0.16 0.01
O -0.962194 -1.932984 1.323187 -0.22 -0.30 0.06
O -0.523708 -1.637182 -0.829050 0.23 0.10 0.42
H -0.860445 -4.182381 -0.903806 -0.04 0.01 -0.03



(4)
16
Properties=species:S:1:pos:R:3:forces:R:3 method="wB97M-V/def2-TZVPD" gap_ev=8.81 multiplicity=1 de_lowest_ev=7.0496 energy_ha=-383.651049
O -3.375833 -0.738185 -0.237960 7.45 -0.61 -0.68
C -2.054017 -0.590301 -0.250193 -4.03 1.01 -0.11
C -1.589402 0.677605 0.419812 -3.15 -1.83 0.73
C -0.356701 1.120925 0.372522 1.47 2.14 -2.08
C 0.747913 1.025755 -0.629879 2.20 -0.47 -1.87
C 1.545280 -0.091453 -0.912625 -1.22 2.35 -2.94
C 1.483451 -1.248917 0.028970 0.09 1.55 4.16
O 1.091486 -0.432895 1.323895 -0.75 -0.93 1.35
H -1.023583 -1.192768 -0.742894 -3.72 0.89 0.97
H -2.380513 1.181571 1.102901 1.53 -1.00 -1.27
H -0.267226 2.002784 0.912361 0.47 1.74 1.27
H 1.014236 2.095413 -1.152849 -1.11 -3.01 0.84
H 1.935970 -0.123806 -2.037233 -0.08 0.03 2.86
H 2.418577 -1.933725 0.440385 -2.16 2.31 -1.56
H 0.657238 -1.901915 -0.145134 -0.37 -0.80 -0.41
H 0.153123 0.149916 1.507925 3.37 -3.36 -1.27



Please write out number 2 again, unchanged.
15
Properties=species:S:1:pos:R:3:forces:R:3 method="wB97M-V/def2-TZVPD" gap_ev=7.56 multiplicity=1 de_lowest_ev=2.5689 energy_ha=-5380.348358
C 1.891180 -0.860480 -1.642010 -1.63 -2.25 -0.16
C -1.900162 -0.065883 1.754247 2.21 -1.70 2.50
C 0.845307 0.027002 -0.911464 -0.05 1.11 -2.25
C -1.127861 0.895075 0.986203 -1.47 -2.96 -2.55
O 0.044356 -0.623620 -0.187433 -2.29 -0.06 2.67
Br 1.913191 1.291766 0.381272 1.13 0.51 0.13
Br -1.989186 1.401545 -0.538840 -0.33 1.16 -0.42
H 2.650521 -0.230071 -1.925521 2.27 1.23 -0.28
H 1.617897 -1.351321 -2.646161 -0.56 0.80 1.56
H 2.214117 -1.724020 -0.968782 -0.28 1.49 -0.73
H -2.214692 -0.864569 1.119699 -0.36 -0.43 -0.56
H -2.773156 0.333158 2.260545 0.01 0.38 0.10
H -1.175264 -0.568633 2.528250 -1.46 1.05 -1.16
H 0.326642 0.892597 -1.529295 1.28 -1.51 0.55
H -0.322896 1.447453 1.319289 1.52 1.17 0.59